Record 1
{
  "formula": "C41H47N2O2P2PdS2SeSi",
  "method": "the ωB97M-V functional and the def2-TZVPD basis",
  "relative_energy_kj_mol": 46.9,
  "spin_multiplicity": 3,
  "charge": -1,
  "gap_ev": [6.40, 6.52],
  "e_lumo_ev": [2.223, 1.998],
  "e_homo_ev": [-4.173, -4.524],
  "symbols": ["Pd", "C", "S", "C", "C", "C", "N", "P", "C", "C", "C", "C", "C", "C", "C", "C", "C", "C", "C", "C", "P", "C", "C", "C", "C", "C", "C", "C", "C", "C", "C", "C", "C", "H", "H", "H", "H", "H", "H", "H", "H", "H", "H", "H", "H", "H", "H", "H", "H", "H", "H", "H", "H", "H", "H", "H", "H", "H", "H", "H", "H", "H", "O", "C", "C", "C", "C", "O", "N", "H", "H", "H", "H", "S", "C", "C", "C", "C", "C", "C", "H", "H", "H", "H", "H", "C", "Si", "C", "C", "Se", "H", "H", "H", "H", "H", "H", "H", "H", "H"],
  "xyz": [[-1.132695, 1.533708, -1.186619], [5.587228, -1.456913, 3.272578], [4.240074, -1.664587, 4.451960], [2.904841, -2.139397, 3.329032], [2.624818, -1.123426, 2.232899], [1.394208, -1.512019, 1.417199], [0.912603, -0.468851, 0.509587], [1.741723, 0.191841, -0.852387], [3.307888, 0.888331, -0.199161], [4.596585, 0.467034, -0.524500], [5.704993, 1.110515, 0.014426], [5.537891, 2.184194, 0.877324], [4.259002, 2.640679, 1.169109], [3.153689, 2.010336, 0.619922], [2.292853, -1.267299, -1.813663], [3.062930, -2.335243, -1.341341], [3.411178, -3.385789, -2.176945], [3.017158, -3.373745, -3.509529], [2.265206, -2.316577, -3.996458], [1.893332, -1.278656, -3.150532], [-0.466764, 0.486441, 0.855933], [-0.123083, 1.417468, 2.380226], [-0.141170, 2.803441, 2.342598], [0.191216, 3.539339, 3.475279], [0.540129, 2.891993, 4.647976], [0.550626, 1.500167, 4.699275], [0.213277, 0.768262, 3.573153], [-1.681301, -0.724405, 1.454055], [-1.824259, -1.913137, 0.740691], [-2.759016, -2.857840, 1.130870], [-3.583848, -2.608637, 2.220377], [-3.467711, -1.417020, 2.915637], [-2.519176, -0.475744, 2.535868], [6.496971, -1.307065, 3.852374], [5.434060, -0.589147, 2.632202], [5.708256, -2.352320, 2.660329], [2.029599, -2.264322, 3.972036], [3.127455, -3.121540, 2.900860], [3.496071, -1.046246, 1.581909], [2.482136, -0.132247, 2.668672], [0.579445, -1.765839, 2.099293], [1.579697, -2.424647, 0.841083], [4.740090, -0.362949, -1.202601], [6.701468, 0.770977, -0.243916], [6.402799, 2.680430, 1.301469], [4.115928, 3.503802, 1.807738], [2.165655, 2.414460, 0.805292], [3.413209, -2.348110, -0.317066], [3.997236, -4.210434, -1.789840], [3.293065, -4.191628, -4.164128], [1.947244, -2.303243, -5.031728], [1.263151, -0.478317, -3.518677], [-0.373381, 3.325954, 1.425262], [0.184288, 4.620636, 3.418142], [0.805247, 3.465720, 5.528113], [0.821626, 0.988820, 5.614793], [0.198604, -0.313788, 3.627997], [-1.197025, -2.076577, -0.122818], [-2.851759, -3.785175, 0.579603], [-4.324406, -3.340918, 2.518865], [-4.123354, -1.210057, 3.753030], [-2.435368, 0.457925, 3.077878], [-1.722188, 3.237014, -3.053883], [-1.109046, 4.035876, -2.352542], [-1.196419, 5.548432, -2.480963], [-0.275043, 6.035278, -1.369515], [0.243497, 4.744043, -0.723229], [1.032442, 4.744953, 0.213650], [-0.287887, 3.652689, -1.336146], [-2.240549, 5.834694, -2.355946], [-0.886678, 5.847276, -3.482351], [-0.781024, 6.618391, -0.599919], [0.577340, 6.619298, -1.716307], [-2.944628, 2.508981, 0.131484], [-4.394006, 1.611618, -0.310002], [-4.764705, 1.465178, -1.650326], [-5.910764, 0.763560, -1.989792], [-6.720253, 0.212209, -1.003726], [-6.371268, 0.370465, 0.330259], [-5.217243, 1.061033, 0.674695], [-4.131025, 1.887155, -2.416762], [-6.166634, 0.639255, -3.035845], [-7.613843, -0.338201, -1.273942], [-6.994766, -0.054340, 1.109518], [-4.936554, 1.175461, 1.713783], [-1.517269, -2.847247, -4.871797], [-1.996752, -2.535217, -3.071224], [-3.758633, -3.170088, -2.848975], [-0.871393, -3.678852, -2.062085], [-1.908807, -0.321904, -2.781593], [-1.850681, -3.837443, -5.202815], [-0.430073, -2.795578, -4.979507], [-1.958766, -2.094283, -5.527203], [-3.824870, -4.253564, -2.997636], [-4.419876, -2.679034, -3.568749], [-4.135276, -2.926134, -1.854042], [-0.819899, -4.641686, -2.585385], [-1.219052, -3.884057, -1.048869], [0.140201, -3.273884, -2.013298]],
  "atomic_forces_ev_per_a": [[0.330, -0.013, 0.240], [0.026, 0.014, -0.030], [0.003, -0.011, 0.028], [-0.034, -0.010, -0.057], [0.053, -0.017, -0.007], [0.051, -0.002, -0.004], [0.003, 0.336, 0.067], [-0.162, -0.105, -0.344], [0.020, -0.043, 0.076], [-0.042, 0.021, 0.052], [-0.015, -0.016, -0.024], [0.028, 0.002, 0.002], [-0.046, 0.021, 0.018], [0.078, -0.048, -0.010], [0.088, -0.066, 0.056], [-0.001, 0.005, -0.017], [-0.010, 0.023, -0.002], [-0.013, -0.011, -0.005], [-0.025, -0.001, 0.019], [-0.001, 0.010, 0.020], [-0.326, -0.188, -0.328], [0.133, -0.082, 0.053], [0.091, 0.128, 0.022], [-0.018, 0.014, -0.050], [0.002, -0.034, 0.029], [-0.022, 0.009, -0.052], [-0.016, 0.132, 0.057], [-0.017, -0.115, -0.067], [-0.028, 0.080, 0.127], [0.027, 0.025, -0.040], [-0.022, -0.077, -0.021], [-0.001, 0.107, 0.016], [-0.022, 0.033, 0.032], [-0.010, -0.003, 0.000], [0.009, -0.013, -0.001], [-0.005, 0.015, 0.009], [-0.001, 0.013, 0.009], [0.008, 0.004, 0.006], [-0.005, 0.027, -0.047], [-0.003, -0.029, 0.004], [-0.045, 0.011, -0.029], [0.027, 0.028, 0.021], [0.012, -0.050, -0.006], [-0.016, -0.001, 0.003], [-0.012, -0.008, -0.006], [-0.006, -0.012, -0.020], [-0.044, 0.040, 0.039], [0.009, 0.039, 0.027], [0.003, 0.004, -0.005], [0.001, 0.006, 0.008], [0.015, -0.002, 0.018], [-0.023, 0.023, -0.006], [-0.036, -0.088, -0.005], [0.019, -0.019, 0.021], [-0.001, -0.006, -0.008], [0.001, 0.006, -0.001], [-0.011, 0.021, 0.012], [0.033, -0.016, -0.031], [-0.028, 0.000, -0.033], [0.010, 0.004, -0.006], [0.016, 0.001, -0.007], [-0.038, -0.018, -0.014], [0.069, -0.019, 0.137], [-0.009, 0.035, -0.007], [0.076, -0.047, 0.007], [0.020, -0.062, -0.016], [0.185, 0.075, 0.114], [-0.132, -0.056, -0.088], [-0.225, -0.107, -0.074], [0.006, 0.023, 0.016], [0.001, 0.009, -0.005], [-0.015, 0.004, -0.007], [-0.004, 0.009, -0.017], [-0.131, 0.040, 0.150], [-0.073, 0.008, -0.088], [-0.090, -0.078, 0.102], [0.051, 0.029, -0.007], [-0.023, -0.007, -0.001], [0.008, 0.006, 0.024], [0.027, -0.026, -0.052], [0.049, 0.026, -0.057], [0.003, 0.004, 0.019], [0.012, 0.003, 0.005], [0.013, 0.005, -0.009], [0.011, -0.013, 0.022], [0.022, -0.026, 0.036], [-0.076, -0.171, 0.057], [-0.003, 0.086, -0.028], [-0.025, -0.039, -0.135], [0.132, 0.078, -0.020], [0.039, 0.027, 0.031], [-0.063, 0.007, -0.024], [-0.002, -0.011, 0.028], [0.024, 0.036, 0.003], [0.028, -0.028, 0.024], [0.009, -0.007, 0.049], [0.008, 0.060, 0.008], [-0.008, 0.028, -0.055], [0.095, -0.001, 0.056]]
}

Record 2
{
  "formula": "C27H43Cl2F5NO5",
  "method": "the ωB97M-V functional and the def2-TZVPD basis",
  "charge": 1,
  "gap_ev": 9.34,
  "smiles": "CCCCCCCCCC[C@@]1(Cl)[C@@H](CCOC(C)=O)[C@@H](Cl)[N@@H+](CCCC(F)(F)C(F)(F)F)[C@@H]1CC(=O)OC(C)=O",
  "e_lumo_ev": -2.671,
  "e_homo_ev": -12.011,
  "symbols": ["C", "C", "C", "C", "C", "C", "C", "C", "C", "C", "C", "Cl", "C", "C", "C", "O", "C", "C", "O", "C", "Cl", "N", "C", "C", "C", "C", "F", "F", "C", "F", "F", "F", "C", "C", "C", "O", "O", "C", "C", "O", "H", "H", "H", "H", "H", "H", "H", "H", "H", "H", "H", "H", "H", "H", "H", "H", "H", "H", "H", "H", "H", "H", "H", "H", "H", "H", "H", "H", "H", "H", "H", "H", "H", "H", "H", "H", "H", "H", "H", "H", "H", "H", "H"],
  "xyz": [[9.398635, 0.710793, 1.184062], [8.525290, -0.436114, 0.572162], [7.016746, -0.014922, 0.541408], [6.447241, -0.073149, -0.923347], [5.210283, -1.025075, -1.032000], [3.918067, -0.154924, -0.941553], [2.708490, -1.063770, -1.275129], [1.372075, -0.438573, -0.778139], [0.944326, 0.806179, -1.607389], [-0.576750, 0.954231, -1.828929], [-1.395346, 1.328157, -0.578461], [-0.614398, 2.743166, 0.213974], [-2.872829, 1.855567, -0.909372], [-3.042465, 2.982874, -1.949953], [-3.011924, 4.404646, -1.338032], [-1.838335, 5.094275, -1.809313], [-1.649041, 6.269219, -1.094297], [-1.099833, 6.258578, 0.329659], [-1.929548, 7.284576, -1.586485], [-3.539670, 0.495802, -1.234075], [-3.699572, 0.080001, -2.976580], [-2.917735, -0.581918, -0.351425], [-2.574126, -1.883310, -1.007080], [-2.249484, -2.959584, 0.070866], [-2.234220, -4.393999, -0.508630], [-3.585028, -5.112480, -0.488344], [-3.315663, -6.437162, -0.581374], [-4.300699, -4.806777, -1.589773], [-4.402079, -4.949447, 0.820821], [-3.565614, -5.119194, 1.831083], [-5.326766, -5.874360, 0.883908], [-5.034710, -3.784741, 0.909036], [-1.810039, 0.133703, 0.346899], [-1.922306, 0.342792, 1.871637], [-3.338831, 0.593837, 2.366547], [-4.240213, 0.878819, 1.676454], [-3.574071, 0.530877, 3.728248], [-3.177872, -0.701584, 4.287645], [-3.930950, -2.003273, 4.031879], [-2.218980, -0.726606, 4.938608], [9.568664, 1.463901, 0.401239], [10.360572, 0.268684, 1.475091], [8.866168, 1.178984, 2.020632], [8.924785, -0.667270, -0.423971], [8.604881, -1.341985, 1.193076], [6.435127, -0.726407, 1.151710], [6.859566, 0.970565, 1.003769], [6.125510, 0.948808, -1.177817], [7.198790, -0.371162, -1.665051], [5.237853, -1.575045, -1.985469], [5.179612, -1.758228, -0.212089], [3.789293, 0.248739, 0.075547], [3.965977, 0.651700, -1.688276], [2.778884, -2.065112, -0.817838], [2.582017, -1.227469, -2.360146], [1.446056, -0.113196, 0.279062], [0.620729, -1.256442, -0.781480], [1.429911, 1.688327, -1.173311], [1.391750, 0.680501, -2.610712], [-0.924348, 0.034619, -2.327633], [-0.710658, 1.752806, -2.575868], [-3.139565, 2.328490, 0.044040], [-4.068339, 2.876797, -2.349719], [-2.380343, 2.908446, -2.820996], [-3.906492, 4.992524, -1.590460], [-2.928325, 4.370156, -0.235434], [-0.004653, 6.153214, 0.360768], [-1.346663, 7.215632, 0.803864], [-1.529417, 5.469789, 0.967185], [-4.593131, 0.594056, -0.944129], [-3.734957, -0.859075, 0.204099], [-3.438591, -2.277199, -1.564958], [-1.761363, -1.787613, -1.734874], [-2.859428, -2.837767, 0.979164], [-1.212265, -2.743828, 0.390162], [-1.819222, -4.358820, -1.527344], [-1.519290, -4.979050, 0.085092], [-0.990924, -0.601760, 0.288800], [-1.290489, 1.160863, 2.251619], [-1.525754, -0.566401, 2.354887], [-3.201290, -2.702415, 3.593207], [-4.192736, -2.444844, 5.003760], [-4.839953, -1.903647, 3.425590]],
  "atomic_forces_ev_per_a": [[-0.303, -0.965, -0.739], [-0.211, 0.898, 1.053], [0.354, -0.817, -1.061], [-0.564, -0.144, 0.804], [0.011, 1.503, -0.064], [-0.137, -1.804, -0.687], [-1.024, 0.666, 0.594], [-0.005, 0.018, 0.100], [0.320, -1.037, -0.329], [0.762, 0.381, 0.049], [-1.938, 0.984, -0.666], [0.146, -0.766, 0.354], [2.368, -0.545, -0.682], [-1.118, 0.040, -0.012], [0.827, -0.127, 0.270], [-0.122, -0.386, 0.616], [0.528, -1.326, 1.385], [-0.003, -0.559, 0.476], [-0.608, 2.522, -1.580], [-2.370, 1.573, -0.507], [0.608, 0.081, 0.674], [-1.325, 0.510, -1.160], [-0.159, -1.698, 0.006], [1.308, 0.902, -0.256], [0.151, 0.747, 0.627], [1.325, -0.371, -0.566], [-0.103, -0.198, 0.146], [-0.547, 0.513, 0.236], [-0.232, -0.764, -1.103], [0.338, 0.366, 0.738], [-0.548, -0.698, 0.052], [0.221, 0.939, 0.105], [3.212, -0.794, 0.740], [-0.685, -0.480, 0.361], [1.081, -0.222, 1.962], [-1.779, 0.566, -2.088], [0.126, -0.814, -0.923], [-1.201, -0.749, -0.577], [-0.445, 0.414, -0.279], [2.433, 0.230, 1.780], [0.020, -0.062, 0.356], [-0.162, 0.508, 0.168], [0.419, -0.164, -0.032], [-0.318, -0.044, 0.232], [0.191, 0.268, -0.235], [0.219, 0.264, -0.127], [0.203, -0.204, -0.296], [0.083, -0.360, -0.238], [0.011, 0.099, 0.414], [-0.177, 0.179, 0.253], [0.194, 0.128, -0.289], [0.186, 0.049, -0.347], [0.030, -0.055, 0.417], [0.341, 0.375, -0.042], [0.343, 0.062, 0.308], [0.160, -0.346, -0.282], [0.040, 0.431, -0.282], [-0.425, -0.058, -0.167], [-0.236, 0.145, 0.287], [-0.128, 0.256, 0.393], [-0.094, -0.188, 0.366], [-0.818, -0.908, -0.147], [0.408, -0.131, 0.010], [-0.063, 0.083, 0.350], [0.247, -0.223, -0.116], [-0.352, -0.202, -0.354], [-0.341, -0.091, -0.262], [0.043, -0.214, -0.349], [0.199, 0.107, -0.334], [0.326, -0.367, 0.159], [0.546, 0.511, 0.754], [0.016, 0.749, 0.164], [-0.119, 0.252, 0.387], [-0.025, -0.146, -0.420], [-0.372, -0.223, 0.099], [-0.433, -0.234, 0.175], [-0.407, 0.019, -0.113], [-0.150, 0.444, -0.093], [-0.129, -0.170, -0.414], [-0.183, 0.359, 0.005], [-0.330, 0.253, -0.045], [0.033, 0.315, -0.243], [0.313, -0.055, 0.087]]
}

Record 3
{
  "formula": "C18H18ClN5O4S",
  "method": "the ωB97M-V functional and the def2-TZVPD basis",
  "relative_energy_kj_mol": 277.5,
  "gap_ev": 6.16,
  "smiles": "O=S(=O)(c1cccc2nonc12)N1CCOc2c(N3CCNCC3)cc(Cl)cc21",
  "e_lumo_ev": -1.835,
  "e_homo_ev": -7.993,
  "symbols": ["O", "O", "Cl", "N", "N", "O", "O", "C", "C", "C", "C", "C", "C", "C", "C", "C", "C", "C", "C", "N", "N", "N", "C", "C", "C", "C", "C", "C", "S", "H", "H", "H", "H", "H", "H", "H", "H", "H", "H", "H", "H", "H", "H", "H", "H", "H", "H"],
  "xyz": [[1.322971, 4.416012, -1.320114], [3.266362, 2.943976, -0.771864], [4.504159, -2.000797, -1.524143], [1.575210, 0.429724, 3.421263], [2.425822, 0.800675, 1.320657], [2.451264, -0.067632, 2.424691], [-1.026217, 0.160146, -1.137055], [1.879459, -2.099626, -0.883651], [2.662901, 0.039278, -1.618902], [-0.421819, 3.406309, 2.598194], [0.120686, 3.651010, 1.373992], [2.896887, -1.286908, -1.298443], [0.290897, -0.268561, -1.165354], [0.590750, -1.609895, -0.814846], [1.354542, 0.556294, -1.508713], [0.005986, 2.327970, 3.356994], [1.055005, 2.760988, 0.808187], [0.982494, 1.451560, 2.859637], [1.530190, 1.704583, 1.602932], [-3.078557, -3.285826, 0.438023], [-0.414173, -2.426583, -0.288767], [1.100059, 1.912060, -1.806679], [-1.299053, 1.517074, -1.386575], [-0.242355, 2.127755, -2.321567], [-2.446586, -2.162575, 1.180246], [-2.695007, -3.294818, -1.005059], [-0.933047, -2.203661, 1.070709], [-1.139164, -3.423056, -1.162393], [1.785893, 3.111356, -0.791267], [2.088161, -3.129189, -0.685495], [3.438512, 0.709679, -1.943520], [-1.222757, 4.036516, 2.979157], [-0.222481, 4.531231, 0.773232], [-0.398655, 2.165103, 4.380063], [-2.887315, -4.185693, 0.851517], [-1.332376, 2.106416, -0.466295], [-2.309286, 1.548378, -1.836288], [-0.316316, 1.606871, -3.300291], [-0.474400, 3.186657, -2.506184], [-2.818791, -1.206182, 0.779674], [-2.721526, -2.233189, 2.239332], [-3.003694, -2.320229, -1.401093], [-3.148474, -4.152219, -1.513970], [-0.505688, -2.971758, 1.728244], [-0.577538, -1.196658, 1.404273], [-0.885145, -3.251875, -2.191668], [-0.807791, -4.430689, -0.940822]],
  "atomic_forces_ev_per_a": [[0.039, -2.641, 1.440], [-3.727, -0.318, 0.490], [-0.606, 0.466, 0.167], [0.736, -1.426, -1.077], [0.619, -1.784, 0.899], [-1.583, 3.128, 0.093], [0.774, -1.059, 0.415], [-0.216, 0.146, -0.299], [-0.583, -0.077, 0.122], [-0.671, -1.628, 3.057], [1.730, -0.047, -4.167], [1.024, 0.677, -0.793], [0.065, -0.157, 0.228], [-0.935, 0.402, 0.421], [0.809, -0.587, -0.029], [-1.537, 1.042, 1.510], [-0.567, 2.662, 0.014], [0.315, 0.116, 0.781], [0.520, -0.858, -0.986], [-0.296, 0.747, -0.759], [-1.908, -1.159, -0.631], [0.572, 1.418, 0.392], [0.046, 0.713, -0.638], [-1.118, -0.113, -0.575], [-0.105, -1.052, -0.675], [1.444, 0.072, 1.458], [0.865, 1.018, -0.382], [-0.351, 1.353, 1.107], [2.298, 1.685, -2.251], [-0.130, -0.414, 0.336], [0.209, 0.014, 0.004], [0.312, -0.041, 0.010], [0.518, -0.936, 0.512], [0.255, 0.090, -0.953], [0.198, -0.034, 0.225], [0.030, -0.233, 0.196], [0.519, 0.034, 0.112], [0.243, 0.279, 0.480], [0.403, -0.319, 0.225], [-0.016, -0.385, -0.004], [-0.076, 0.033, -0.209], [-0.096, -0.348, -0.232], [-0.235, 0.368, 0.068], [-0.146, 0.074, 0.208], [0.104, -0.795, -0.101], [0.303, 0.325, -0.528], [-0.046, -0.447, 0.315]]
}